Entry 1:
Molecular formula: C9H12FN
Method: DFT, ωB97M-V/def2-TZVPD

```
23
Properties=species:S:1:pos:R:3:mulliken_charge:R:1
C -1.083 2.372 -0.639 -1.39
C -1.568 1.126 -0.239 0.10
C -2.876 0.889 0.056 0.27
C 0.455 2.313 -0.556 0.37
C 0.692 0.750 -0.682 0.03
C -0.493 0.146 0.016 1.51
C 2.081 0.366 -0.167 -1.97
C -0.844 -1.187 -0.807 -1.89
C -0.258 -0.215 1.595 -1.79
N -3.975 0.502 0.176 -0.38
F 1.086 2.728 0.576 -0.33
H 0.851 2.880 -1.495 0.37
H 0.547 0.428 -1.666 0.58
H 2.831 0.518 -0.874 0.43
H 2.205 -0.714 -0.054 0.42
H 2.319 0.864 0.658 0.57
H -1.219 -0.958 -1.880 0.34
H -1.521 -1.727 -0.246 0.54
H 0.071 -1.742 -0.757 0.49
H -0.431 0.710 2.133 0.41
H 0.749 -0.409 1.592 0.48
H -0.873 -0.972 1.889 0.49
H -4.918 0.955 0.455 0.36
```

- F_max: 5.10 eV/A
- Multiplicity: 1
- LUMO energy (alpha / beta): -0.3 / -0.3 eV
- Energy relative to the best compared isomer or geometry (same formula, charge and spin): 105.7 kcal per mole
- HOMO energy (alpha / beta): -7.370 / -7.369 eV

---

Entry 2:
Molecular formula: C17H29F3O8S2
Method: DFT, ωB97M-V/def2-TZVPD

```
59
Properties=species:S:1:pos:R:3:mulliken_charge:R:1
C 1.306 -2.577 6.225 -1.13
C 0.016 -2.493 5.325 0.10
S -0.536 -0.749 5.345 -0.31
C -1.514 -0.422 3.816 -1.40
C -0.663 -0.174 2.502 0.65
C -0.438 1.322 2.139 -0.59
C -0.089 2.250 3.331 -0.56
C 1.357 2.832 3.290 -0.85
O 2.350 1.814 3.199 -0.46
O 0.686 -0.571 2.928 -0.35
C 1.415 -1.229 2.008 0.44
O 2.555 -1.365 1.906 -0.50
O 0.482 -1.812 1.147 -0.40
C -0.784 -1.179 1.290 1.04
C -1.128 -0.607 -0.141 -1.50
C 0.109 -0.859 -1.129 0.62
C -0.289 -0.781 -2.657 -1.05
O 0.041 -2.071 -1.871 -0.40
S -1.906 -2.635 1.463 1.16
O -1.555 -3.314 2.683 -0.60
O -3.275 -2.191 1.446 -0.70
C -1.708 -3.903 0.114 0.67
F -2.298 -3.577 -1.025 -0.21
F -0.457 -4.295 -0.057 -0.18
F -2.359 -4.985 0.570 -0.21
H 1.120 -3.309 7.028 0.31
H 2.211 -2.833 5.644 0.28
H 1.506 -1.567 6.642 0.31
H -0.758 -3.229 5.585 0.52
H 0.350 -2.699 4.289 -0.11
H -2.018 0.541 4.043 0.43
H -2.320 -1.164 3.711 0.59
H 0.436 1.346 1.446 0.38
H -1.285 1.694 1.523 0.49
H -0.242 1.822 4.336 0.28
H -0.768 3.132 3.270 0.29
H 1.492 3.635 2.546 0.33
H 1.506 3.319 4.285 0.39
H 2.388 1.377 4.063 0.30
H -1.986 -1.082 -0.643 0.54
H -1.199 0.491 -0.205 0.29
H 1.103 -0.452 -0.840 0.34
H 0.506 -1.024 -3.370 0.48
H -1.363 -0.934 -2.827 0.27
C -0.646 3.607 -6.946 -1.03
C 0.124 3.361 -5.660 -0.34
O 0.030 2.027 -5.189 -0.35
C 0.543 1.024 -6.049 -0.21
C 2.029 1.167 -6.330 -1.15
H -1.679 3.267 -6.847 0.29
H -0.644 4.669 -7.193 0.39
H -0.205 3.069 -7.788 0.27
H -0.294 3.989 -4.872 0.30
H 1.174 3.655 -5.769 0.30
H -0.033 0.984 -6.980 0.30
H 0.374 0.074 -5.539 0.25
H 2.240 2.058 -6.924 0.29
H 2.396 0.303 -6.887 0.40
H 2.592 1.253 -5.399 0.30
```

- F_max: 4.51 eV/A
- SMILES string: CCSC[C@@]1(CCCO)OC(=O)O[C@@]1(C[C@@H]1CO1)S(=O)(=O)C(F)(F)F.CCOCC
- Multiplicity: 1
- LUMO energy: 0.5 eV
- HOMO energy: -8.740 eV

---

Entry 3:
Molecular formula: C23H32NO21
Method: DFT, ωB97M-V/def2-TZVPD

```
77
Properties=species:S:1:pos:R:3:mulliken_charge:R:1
C 1.831 -2.257 -2.822 -0.42
C 2.526 -3.218 -2.736 -0.19
N 3.163 -4.470 -2.647 -0.19
H 1.043 -1.531 -2.849 0.60
H 2.595 -5.181 -3.122 0.40
H 4.103 -4.435 -3.072 0.35
H 3.282 -4.762 -1.666 0.41
C 1.719 0.307 -0.043 -0.29
C 3.123 -0.249 0.002 -0.23
O 3.855 0.795 0.644 -0.40
C 2.979 1.522 1.385 0.57
O 3.284 2.351 2.175 -0.52
O 1.701 1.158 1.104 -0.30
H 0.959 -0.458 0.042 0.34
H 1.536 0.908 -0.939 0.32
H 3.191 -1.153 0.611 0.20
H 3.536 -0.450 -0.985 0.29
C -0.976 3.067 1.700 0.06
C -2.036 2.170 2.300 0.11
O -3.236 2.655 1.683 -0.30
C -2.894 3.265 0.523 0.61
O -3.674 3.627 -0.300 -0.57
O -1.554 3.406 0.429 -0.35
H -0.028 2.558 1.573 -0.14
H -0.829 3.981 2.276 0.26
H -1.900 1.121 2.026 0.24
H -2.107 2.249 3.382 0.19
C 6.893 -8.006 -2.506 -0.31
C 6.970 -7.091 -3.711 -0.29
O 6.324 -5.898 -3.222 -0.35
C 6.427 -5.896 -1.867 0.69
O 6.132 -4.960 -1.187 -0.54
O 6.878 -7.071 -1.415 -0.30
H 7.742 -8.677 -2.418 0.30
H 5.971 -8.589 -2.477 0.25
H 7.994 -6.841 -3.986 0.27
H 6.449 -7.478 -4.582 0.30
C -0.721 -1.769 4.953 -0.40
C -0.446 -0.298 4.754 0.16
O 0.261 -0.286 3.499 -0.23
C -0.072 -1.400 2.826 0.71
O 0.198 -1.587 1.672 -0.59
O -0.763 -2.252 3.593 -0.38
H -1.658 -1.969 5.462 0.36
H 0.094 -2.275 5.474 0.27
H -1.359 0.283 4.641 -0.21
H 0.162 0.139 5.541 0.35
C -6.249 0.437 5.014 -0.39
C -5.367 0.939 3.889 -0.31
O -4.052 0.710 4.419 -0.18
C -4.136 -0.266 5.350 0.52
O -3.186 -0.794 5.846 -0.57
O -5.415 -0.556 5.633 -0.34
H -7.177 -0.009 4.669 0.30
H -6.473 1.210 5.750 0.28
H -5.481 0.357 2.974 0.28
H -5.509 1.992 3.662 0.31
C -4.627 6.593 0.470 0.24
C -4.509 7.489 -0.744 -0.35
O -5.028 8.731 -0.258 -0.33
C -4.892 8.750 1.091 0.63
O -5.072 9.703 1.776 -0.52
O -4.520 7.529 1.549 -0.34
H -3.842 5.850 0.528 -0.21
H -5.596 6.095 0.529 0.26
H -3.474 7.637 -1.054 0.29
H -5.090 7.140 -1.593 0.29
C 1.817 0.120 -6.158 -0.29
C 1.298 -0.382 -7.489 -0.33
O 0.432 -1.452 -7.091 -0.33
C 0.034 -1.227 -5.823 0.68
O -0.809 -1.840 -5.250 -0.52
O 0.740 -0.207 -5.268 -0.29
H 2.008 1.190 -6.145 0.30
H 2.716 -0.408 -5.832 0.23
H 0.710 0.367 -8.019 0.27
H 2.081 -0.752 -8.145 0.30
```

- F_max: 0.64 eV/A
- Charge: +1
- Multiplicity: 1
- LUMO energy: -3.8 eV
- Energy relative to the best compared isomer or geometry (same formula, charge and spin): 0.0 kcal per mole
- HOMO energy: -11.780 eV

---

Entry 4:
Molecular formula: C14H18N2O5
Method: DFT, ωB97M-V/def2-TZVPD

```
39
Properties=species:S:1:pos:R:3:mulliken_charge:R:1
N -2.107 2.205 2.341 -0.71
C -1.183 1.282 1.709 0.24
C -0.220 2.053 0.808 -0.31
C -0.924 2.694 -0.403 -0.88
C -0.984 1.819 -1.623 0.61
O -0.813 2.193 -2.761 -0.61
O -1.259 0.522 -1.328 -0.39
C -0.345 0.525 2.752 0.03
O -0.052 1.047 3.812 -0.66
N 0.080 -0.780 2.472 -0.27
C 0.087 -1.460 1.191 0.91
C 1.483 -1.533 0.516 -1.26
C 1.439 -1.222 -0.959 0.66
C 0.747 -2.057 -1.842 -0.16
C 0.628 -1.718 -3.190 -0.84
C 1.216 -0.553 -3.685 -0.48
C 1.937 0.270 -2.816 -0.60
C 2.053 -0.079 -1.464 -0.34
C -0.544 -2.854 1.346 0.14
O -0.308 -3.765 0.596 -0.56
O -1.421 -2.965 2.351 -0.57
H -2.868 1.667 2.765 0.29
H -1.604 2.643 3.116 0.33
H -1.780 0.542 1.107 0.48
H 0.640 1.398 0.451 -0.15
H 0.242 2.850 1.428 0.60
H -0.404 3.601 -0.722 0.30
H -1.935 2.977 -0.103 0.41
H -1.112 0.012 -2.136 0.30
H 0.732 -1.083 3.182 0.18
H -0.573 -0.913 0.518 0.01
H 2.161 -0.800 1.018 0.44
H 1.885 -2.523 0.676 0.38
H 0.270 -2.965 -1.494 0.46
H 0.100 -2.387 -3.838 0.44
H 1.083 -0.277 -4.701 0.42
H 2.404 1.187 -3.180 0.38
H 2.621 0.570 -0.783 0.34
H -1.374 -2.121 2.876 0.43
```

- F_max: 1.32 eV/A
- SMILES string: N[C@@H](CCC(=O)O)C(=O)N[C@@H](Cc1ccccc1)C(=O)O
- Multiplicity: 1
- LUMO energy: 0.4 eV
- Energy relative to the best compared isomer or geometry (same formula, charge and spin): 8.2 kcal per mole
- HOMO energy: -9.446 eV

---

Entry 5:
Molecular formula: C17H41Br8N7OP
Method: DFT, ωB97M-V/def2-TZVPD

```
75
Properties=species:S:1:pos:R:3:mulliken_charge:R:1
C -2.450 1.096 2.303 -0.71
C -1.136 0.467 2.968 0.01
O 0.106 1.078 2.517 -0.57
C -1.012 -1.119 2.862 -0.85
N -1.613 -1.715 1.635 0.21
C -1.015 -1.869 0.464 -0.38
N -1.767 -2.509 -0.655 -0.30
N 0.353 -1.402 0.272 0.49
C 1.109 -2.224 -0.732 -0.71
C 1.176 -3.787 -0.409 -0.53
C 1.502 -4.149 1.114 -0.17
C 3.092 -4.407 1.312 -1.06
N 3.921 -3.253 0.874 -0.06
C 4.346 -2.399 1.981 0.34
N 4.753 -2.809 3.154 -0.70
N 4.347 -0.939 1.706 -0.49
P 0.141 0.196 -0.526 0.23
N -1.415 0.626 -0.582 -0.33
H -2.090 1.924 1.596 -0.07
H -3.037 1.645 3.125 0.34
H -3.132 0.355 1.782 0.33
H -1.197 0.708 4.094 0.54
H 0.117 2.028 2.759 0.35
H 0.073 -1.466 2.956 0.14
H -1.585 -1.561 3.755 0.51
H -2.590 -2.042 1.709 0.37
H -1.659 -3.527 -0.449 0.23
H -2.786 -2.348 -0.511 0.37
H 0.675 -2.104 -1.778 0.07
H 2.188 -1.844 -0.766 0.43
H 0.249 -4.331 -0.824 0.37
H 2.051 -4.202 -1.032 0.23
H 1.023 -5.177 1.309 0.31
H 1.182 -3.361 1.869 -0.04
H 3.419 -5.307 0.675 0.37
H 3.237 -4.720 2.395 0.41
H 4.696 -3.537 0.267 0.26
H 5.020 -2.019 3.757 0.23
H 4.982 -0.443 2.345 0.28
H 4.783 -0.855 0.774 0.24
H 0.961 1.121 0.186 0.05
H 0.577 0.098 -1.897 0.08
H -1.708 0.760 -1.562 0.04
Br -1.909 5.383 1.810 -0.09
C -2.758 4.764 0.168 -0.40
C -4.259 4.712 0.312 -0.60
Br -4.812 3.159 1.350 -0.11
H -2.314 3.799 -0.074 0.09
H -2.470 5.493 -0.592 0.42
H -4.733 4.588 -0.662 0.36
H -4.676 5.590 0.805 0.40
Br 1.625 9.321 0.425 -0.14
C 1.182 9.517 2.313 -0.55
C -0.039 8.709 2.676 -0.49
Br -1.672 9.576 2.061 -0.12
H 1.065 10.583 2.503 0.38
H 2.058 9.151 2.849 0.34
H -0.145 8.640 3.759 0.35
H -0.032 7.705 2.251 0.20
Br -3.739 0.955 -3.333 -0.12
C -3.759 -0.607 -4.498 -0.61
C -3.693 -1.888 -3.702 -0.66
Br -1.885 -2.236 -3.047 0.01
H -2.932 -0.492 -5.198 0.37
H -4.702 -0.542 -5.042 0.36
H -3.934 -2.743 -4.335 0.39
H -4.350 -1.888 -2.833 0.34
Br 4.428 -3.298 -3.142 -0.14
C 3.612 -3.907 -4.805 -0.54
C 2.110 -3.968 -4.685 -0.52
Br 1.544 -5.532 -3.670 -0.12
H 4.064 -4.868 -5.049 0.38
H 3.908 -3.171 -5.553 0.35
H 1.650 -4.084 -5.667 0.38
H 1.683 -3.096 -4.190 0.22
```

- F_max: 5.94 eV/A
- Charge: +1
- Multiplicity: 1
- LUMO energy: -3.4 eV
- Energy relative to the best compared isomer or geometry (same formula, charge and spin): 0.0 kcal per mole
- HOMO energy: -11.380 eV

---

Entry 6:
Molecular formula: C2H5ClO2S
Method: DFT, ωB97M-V/def2-TZVPD

```
11
Properties=species:S:1:pos:R:3:mulliken_charge:R:1
C 0.458 1.800 0.711 -0.55
C -0.499 -1.540 -1.107 -0.45
O 0.499 -0.781 1.169 -0.52
O -0.604 1.105 0.029 -0.33
S -0.748 -0.560 0.483 0.60
Cl -0.588 -3.336 -0.733 -0.16
H 0.455 1.708 1.814 0.28
H 0.191 2.903 0.639 0.25
H 1.456 1.417 0.364 0.25
H -1.215 -1.243 -1.850 0.37
H 0.595 -1.472 -1.519 0.27
```

- F_max: 2.70 eV/A
- Multiplicity: 1
- LUMO energy: 0.5 eV
- Energy relative to the best compared isomer or geometry (same formula, charge and spin): 22.0 kcal per mole
- HOMO energy: -9.639 eV

---

Entry 7:
Molecular formula: H24O12
Method: DFT, ωB97M-V/def2-TZVPD

```
36
Properties=species:S:1:pos:R:3:mulliken_charge:R:1
O 0.029 0.098 -2.546 -0.60
H -0.920 0.217 -2.663 0.30
H 0.104 -0.406 -1.726 0.30
O 1.166 -3.735 -1.365 -0.62
H 0.530 -3.002 -1.345 0.32
H 1.529 -3.774 -0.477 0.27
O -1.505 -2.625 -2.030 -0.58
H -2.191 -2.441 -1.377 0.30
H -1.933 -2.481 -2.881 0.29
O -0.110 2.643 1.262 -0.63
H -0.235 3.054 0.388 0.34
H 0.851 2.704 1.407 0.26
O -0.449 2.828 -1.525 -0.55
H 0.248 2.524 -2.125 0.29
H -1.069 3.312 -2.083 0.27
O 3.155 1.196 -1.111 -0.66
H 3.092 1.276 -0.142 0.39
H 2.466 0.576 -1.366 0.30
O 2.140 -1.150 1.209 -0.57
H 2.549 -1.908 0.772 0.25
H 2.113 -1.393 2.143 0.25
O -3.222 2.422 0.894 -0.67
H -2.791 1.916 1.597 0.32
H -2.621 3.156 0.727 0.30
O -0.675 -0.273 0.265 -0.47
H 0.032 -0.722 0.756 0.23
H -0.499 0.675 0.409 0.38
O 0.112 -3.107 2.356 -0.56
H 0.942 -2.982 2.821 0.28
H -0.560 -3.013 3.043 0.30
O 2.432 1.567 1.697 -0.68
H 2.224 0.610 1.730 0.38
H 3.229 1.682 2.231 0.29
O -3.708 0.023 -0.491 -0.69
H -2.875 -0.409 -0.273 0.27
H -3.577 0.943 -0.184 0.41
```

- F_max: 0.77 eV/A
- SMILES string: O.O.O.O.O.O.O.O.O.O.O.O
- Multiplicity: 1
- LUMO energy: -0.6 eV
- Energy relative to the best compared isomer or geometry (same formula, charge and spin): 32.2 kcal per mole
- HOMO energy: -10.582 eV

---

Entry 8:
Molecular formula: C17H40F3Na3O11S
Method: DFT, ωB97M-V/def2-TZVPD

```
75
Properties=species:S:1:pos:R:3:mulliken_charge:R:1
Na 3.389 -1.720 3.770 0.96
Na 3.666 -2.818 -1.339 0.97
Na 3.918 2.565 0.083 0.99
C -0.050 0.014 0.281 0.52
F -0.531 0.856 1.169 -0.22
F -0.805 -1.056 0.206 -0.14
F -0.003 0.609 -0.899 -0.19
S 1.714 -0.489 0.710 0.68
O 1.720 -0.883 2.133 -0.58
O 1.936 -1.594 -0.238 -0.46
O 2.523 0.686 0.423 -0.65
C 2.281 -1.013 -3.929 -0.62
O 1.242 -1.943 -4.018 -0.40
C 0.093 -1.563 -3.250 0.22
C -1.044 -2.550 -3.442 -0.35
O -0.666 -3.902 -3.449 -0.36
C -0.296 -4.440 -2.191 -0.35
H 2.127 -0.234 -3.178 0.25
H 2.477 -0.511 -4.881 0.33
H 3.235 -1.537 -3.761 0.09
H -0.255 -0.576 -3.572 0.49
H 0.407 -1.492 -2.205 -0.33
H -1.589 -2.434 -4.380 0.38
H -1.737 -2.292 -2.624 0.13
H 0.377 -3.771 -1.641 -0.06
H 0.230 -5.357 -2.471 0.28
H -1.156 -4.706 -1.569 0.25
C 0.848 3.918 1.273 -0.22
O 2.200 4.183 0.912 -0.08
C 2.503 5.573 0.954 -0.63
C 3.987 5.702 0.732 -0.44
O 4.197 5.034 -0.510 -0.34
C 5.551 4.973 -0.926 -0.83
H 0.586 4.386 2.223 0.39
H 0.734 2.839 1.384 -0.53
H 0.181 4.217 0.460 0.38
H 2.244 5.958 1.945 0.39
H 2.014 6.114 0.141 0.31
H 4.563 5.153 1.492 0.29
H 4.287 6.752 0.681 0.44
H 5.992 5.969 -0.968 0.33
H 5.590 4.413 -1.861 0.30
H 6.147 4.349 -0.231 0.34
C 1.544 3.481 5.577 -0.65
O 0.681 3.210 4.471 -0.39
C 0.838 1.954 3.899 0.23
C 0.709 0.744 4.835 -0.84
O -0.397 0.724 5.679 -0.36
C -0.285 -0.252 6.705 -0.73
H 1.232 4.441 5.968 0.29
H 2.576 3.526 5.209 0.26
H 1.481 2.682 6.313 0.23
H 1.830 1.852 3.426 0.21
H 0.101 1.888 3.098 0.03
H 1.651 0.784 5.427 0.42
H 0.802 -0.220 4.312 0.56
H 0.262 0.202 7.534 0.29
H 0.118 -1.219 6.391 0.28
H -1.306 -0.442 7.039 0.26
C -4.625 -1.485 -1.362 -0.62
O -4.477 -2.713 -2.017 -0.21
C -5.609 -3.148 -2.740 -0.55
C -5.394 -4.557 -3.258 -0.28
O -6.047 -4.698 -4.493 -0.32
C -6.035 -6.033 -4.924 -0.71
H -4.958 -0.727 -2.080 0.36
H -3.663 -1.220 -0.932 -0.01
H -5.380 -1.479 -0.569 0.35
H -5.733 -2.482 -3.607 0.34
H -6.524 -3.009 -2.156 0.32
H -5.800 -5.254 -2.519 0.27
H -4.314 -4.705 -3.362 0.23
H -5.066 -6.270 -5.382 0.27
H -6.743 -6.172 -5.744 0.27
H -6.295 -6.785 -4.176 0.30
```

- F_max: 1.55 eV/A
- Charge: +2
- Multiplicity: 1
- LUMO energy: -6.9 eV
- Energy relative to the best compared isomer or geometry (same formula, charge and spin): 18.9 kcal per mole
- HOMO energy: -12.375 eV

---

> Which value of multiplicity does entry 1 give?

1

---

> Number 7 is which compound?

H24O12